## A
The following is a DFT calculation (ωB97M-V with the def2-TZVPD basis set) of an isolated molecule of C4H11NS.

ORCA input file:
```
! RIJCOSX wB97M-V def2-TZVPD def2/J DEFGRID3
* xyz 0 1
C 1.271 0.210 -1.797
C 0.451 0.772 -0.565
S -0.944 1.560 -1.257
C 0.235 -0.464 0.290
C -0.616 -0.001 1.461
N -1.027 -1.208 2.223
H 0.903 -0.705 -2.059
H 2.333 0.183 -1.704
H 1.082 0.844 -2.645
H 0.961 1.587 -0.035
H -0.926 0.668 -2.261
H 1.099 -0.874 0.752
H -0.270 -1.207 -0.351
H -1.466 0.598 1.109
H -0.026 0.728 2.100
H -1.621 -1.613 1.576
H -1.438 -1.079 3.164
*
```

Results
SMILES string = C[C@@H](S)CCN
M = 105.2 g mol⁻¹
gap between HOMO and LUMO = 9.69 eV
HOMO energy = -8.711 eV
LUMO = 0.98 eV

Results of the natural (NBO) charge analysis, in e, for atoms 1 through 2: C -0.60; C -0.37


## B
The following is a DFT calculation (ωB97M-V with the def2-TZVPD basis set) of a cluster of 2 separate species, C4H11NS in total.

ORCA input file:
```
! RIJCOSX wB97M-V def2-TZVPD def2/J DEFGRID3
* xyz 0 1
C 1.594 2.301 0.483
C 2.228 1.662 -0.511
N 1.598 0.977 -1.541
H 2.014 3.123 1.042
H 0.571 1.987 0.750
H 3.317 1.713 -0.564
H 0.733 1.345 -1.865
H 2.150 0.537 -2.251
C -0.832 -2.785 0.650
C -0.541 -1.357 0.145
S -1.864 -0.171 0.500
H -0.471 -2.940 1.656
H -1.898 -3.022 0.698
H -0.310 -3.439 -0.050
H 0.407 -0.969 0.514
H -0.708 -1.405 -0.928
H -2.180 0.287 -0.718
*
```

Results
SMILES string = C=CN.CCS
M = 105.2 g mol⁻¹
gap between HOMO and LUMO = 8.92 eV
HOMO energy = -8.103 eV
LUMO = 0.81 eV

Results of the natural (NBO) charge analysis, in e, for atoms 1 through 2: C -0.54; C 0.01


## C
The following is a DFT calculation (ωB97M-V with the def2-TZVPD basis set) of a cluster of 3 separate species, C4H11NS in total.

ORCA input file:
```
! RIJCOSX wB97M-V def2-TZVPD def2/J DEFGRID3
* xyz 0 1
C 0.691 -1.706 -0.778
C -0.332 -2.154 -1.543
N 1.092 -2.269 0.415
H 1.292 -0.872 -1.135
H -0.725 -1.486 -2.322
H -0.833 -3.100 -1.360
H -0.680 -0.726 -0.239
H 0.264 -2.551 0.938
H 1.427 -1.527 1.022
C -0.531 2.381 -0.058
C 0.033 1.911 1.277
S -0.440 0.171 1.572
H -1.630 2.296 -0.037
H -0.166 1.700 -0.848
H -0.255 3.414 -0.309
H -0.342 2.527 2.100
H 1.134 1.990 1.305
*
```

Results
M = 105.2 g mol⁻¹
gap between HOMO and LUMO = 8.58 eV
HOMO energy = -8.104 eV
LUMO = 0.48 eV

Results of the natural (NBO) charge analysis, in e, for atoms 1 through 2: C 0.02; C -0.47


## D
The following is a DFT calculation (ωB97M-V with the def2-TZVPD basis set) of a structure of composition C4H11NS.

ORCA input file:
```
! RIJCOSX wB97M-V def2-TZVPD def2/J DEFGRID3
* xyz 0 1
C -1.884 0.060 0.786
C -0.805 -1.023 0.353
C 0.539 -0.251 0.277
C 0.468 1.000 -0.577
H -2.028 0.948 0.024
H -1.638 0.585 1.645
H -2.712 -0.686 0.776
H -0.970 -1.446 -0.622
H -0.746 -1.942 0.860
H 0.895 -0.157 1.357
H 2.420 -1.676 0.100
H 0.674 -1.450 -1.279
H 0.152 0.556 -1.625
H -0.356 1.667 -0.183
H 2.249 3.231 -0.296
N 1.583 -0.983 -0.638
S 2.159 1.567 -0.958
*
```

Results
M = 105.2 g mol⁻¹
gap between HOMO and LUMO = 9.14 eV
HOMO energy = -8.605 eV
LUMO = 0.53 eV

Results of the natural (NBO) charge analysis, in e, for atoms 1 through 2: C -0.62; C -0.41


The structure with the greatest stability is A.